Here is a structure of composition C42H41Cl2LaN6O12S2 at a distorted geometry from OMol25. Energies are from ωB97M-V with the def2-TZVPD basis set.

```
106
Properties=species:S:1:pos:R:3:forces:R:3
La -0.596 0.603 0.237 1.0 -2.5 0.7
O -1.760 3.349 -2.057 0.2 0.0 0.1
C -2.262 2.071 -1.939 -1.2 0.7 -1.0
O -1.442 1.123 -1.708 -0.7 0.5 -1.6
C -3.222 1.838 -3.122 0.2 0.2 0.1
O -4.142 0.807 -2.868 0.2 -0.2 0.1
C -5.028 1.129 -1.829 0.0 0.2 0.0
C -4.440 1.870 -0.616 -0.7 -0.3 -0.3
O -5.192 2.121 0.305 0.0 -0.1 0.1
O -3.202 2.241 -0.645 0.5 0.1 -0.1
H -1.277 3.552 -1.226 -0.1 0.0 -0.3
H -2.610 1.498 -3.958 0.0 0.1 0.0
H -3.740 2.776 -3.374 0.1 -0.1 0.0
H -5.855 1.753 -2.220 0.2 -0.1 0.2
H -5.448 0.184 -1.481 0.0 0.1 0.1
O 2.966 -3.393 2.337 0.0 -0.1 0.2
C 2.106 -3.211 3.348 0.0 0.1 0.0
C 2.063 -4.145 4.385 0.1 -0.1 0.0
C 1.197 -3.987 5.449 0.1 0.0 0.0
C 0.351 -2.889 5.505 -0.1 0.0 0.2
C 0.382 -1.961 4.483 0.0 0.0 -0.1
C 1.242 -2.102 3.401 0.0 0.0 -0.1
C 1.179 -1.078 2.321 0.4 0.4 -0.2
O 0.387 -0.102 2.430 0.3 -0.3 0.4
N 2.010 -1.272 1.307 0.4 -0.3 0.1
N 1.846 -0.359 0.293 0.5 -0.3 -0.1
C 2.746 -0.348 -0.625 -0.1 -0.3 0.8
C 2.740 0.585 -1.714 -0.5 0.5 -0.3
C 3.643 0.422 -2.766 -0.1 -0.1 0.1
C 3.686 1.287 -3.835 0.2 0.0 -0.2
C 2.822 2.383 -3.847 0.1 0.0 -0.1
C 1.948 2.600 -2.812 -0.2 0.0 0.2
C 1.847 1.713 -1.704 0.8 0.1 -0.4
O 1.065 1.976 -0.724 0.2 0.3 -0.3
H 2.775 -2.630 1.692 0.1 0.0 0.0
H 2.724 -4.998 4.335 0.1 -0.1 -0.1
H 1.181 -4.729 6.237 0.0 0.0 0.0
H -0.327 -2.761 6.336 -0.1 0.0 0.1
H -0.268 -1.099 4.479 -0.1 0.1 0.0
H 3.587 -1.056 -0.573 -0.2 0.1 0.1
H 4.333 -0.416 -2.724 0.0 -0.1 0.0
H 4.386 1.130 -4.647 0.0 0.0 0.0
H 2.864 3.081 -4.676 -0.1 0.0 0.0
H 1.293 3.460 -2.804 -0.1 0.1 0.0
Cl -3.805 -6.725 0.586 -0.3 -0.4 0.0
C -2.864 -5.279 0.390 -0.1 0.2 0.0
C -1.476 -5.394 0.278 -0.1 0.3 0.0
C -0.728 -4.260 0.141 0.0 0.1 -0.1
Cl 0.984 -4.399 0.040 0.3 -0.2 0.1
C -1.282 -2.925 0.089 -0.4 -0.4 0.0
O -0.547 -1.919 -0.050 0.0 0.0 0.1
C -2.720 -2.887 0.189 0.7 0.0 0.0
C -3.408 -1.627 0.117 -0.4 0.2 -0.1
O -2.916 -0.518 0.007 -0.6 -0.5 -0.3
C -3.476 -4.056 0.345 0.1 0.0 0.0
H -1.003 -6.365 0.297 0.0 0.0 0.0
H -4.517 -1.721 0.175 0.1 0.1 0.0
H -4.551 -3.974 0.430 -0.1 0.0 0.0
C 4.414 4.765 4.172 -0.1 -0.1 0.0
C 3.054 4.423 3.629 0.0 0.1 0.0
C 2.910 3.925 2.340 0.0 0.0 0.1
C 1.658 3.649 1.818 0.0 0.0 -0.1
C 0.535 3.868 2.594 -0.4 0.0 -0.3
C 0.661 4.331 3.889 -0.3 0.0 0.2
C 1.916 4.604 4.406 0.1 -0.1 -0.1
S -1.085 3.688 1.815 0.0 0.7 0.6
O -1.982 4.546 2.569 0.2 -0.5 -0.1
O -0.849 4.080 0.443 0.1 -0.3 0.0
N -1.446 2.139 1.818 0.2 2.4 0.1
C -2.096 1.473 2.784 -0.8 -0.7 1.6
C -2.483 2.010 4.030 0.1 0.0 -0.1
C -3.069 1.187 4.959 0.0 -0.2 -0.1
C -3.292 -0.153 4.650 0.0 0.1 0.1
C -2.911 -0.590 3.394 -0.1 -0.2 0.1
N -2.329 0.177 2.491 0.2 0.8 0.1
H 5.138 4.869 3.365 0.1 0.0 0.0
H 4.762 3.978 4.841 0.1 0.0 0.1
H 4.385 5.695 4.738 0.0 0.1 0.0
H 3.787 3.760 1.729 0.1 0.0 -0.1
H 1.535 3.284 0.809 0.1 0.0 -0.1
H -0.232 4.496 4.471 -0.1 0.1 0.1
H 2.014 4.976 5.417 0.0 0.1 0.1
H -2.318 3.058 4.213 0.0 0.1 0.1
H -3.347 1.578 5.930 0.0 0.0 0.0
H -3.747 -0.825 5.363 0.0 -0.1 0.0
H -3.072 -1.624 3.103 0.0 0.0 0.0
C 0.129 -1.920 -6.569 0.1 0.0 -0.1
N 0.702 -0.928 -5.675 0.0 0.0 0.0
C 0.145 0.390 -5.915 0.0 0.1 0.0
C 0.615 -1.347 -4.315 -0.2 -0.2 0.2
S -0.667 -0.950 -3.358 0.0 0.0 -0.3
N 1.654 -2.106 -3.913 0.0 0.2 -0.3
C 2.791 -2.377 -4.751 0.1 0.0 -0.2
C 1.653 -2.736 -2.618 -0.2 -0.1 0.2
H -0.961 -2.004 -6.453 0.0 0.0 0.1
H 0.566 -2.898 -6.377 0.0 -0.1 0.0
H 0.347 -1.633 -7.599 0.0 0.0 0.0
H 0.416 0.698 -6.928 0.0 0.0 0.0
H 0.583 1.082 -5.200 -0.1 0.1 0.0
H -0.945 0.412 -5.806 0.0 0.0 0.0
H 2.806 -1.667 -5.575 0.1 -0.1 0.0
H 2.755 -3.399 -5.146 0.0 0.0 0.0
H 3.704 -2.265 -4.166 0.0 0.0 0.0
H 0.910 -2.257 -1.981 0.1 -0.2 0.0
H 2.630 -2.630 -2.150 0.1 0.0 0.0
H 1.416 -3.802 -2.706 0.0 0.0 0.0
```
Positions in Å, forces in eV/Å.

F_max, eV Å⁻¹: 2.774
Charge: -2
Frontier orbital gap, eV: 6.49
HOMO, Eh: -0.092